A | 24
Properties=species:S:1:pos:R:3 method="wB97M-V/def2-TZVPD" spin_multiplicity=3 gap_ev="6.8 / 7.0" charge=-3 homo_energy_ev="1.06 / 0.89"
C 0.40 1.80 -4.19
O 0.67 1.51 -1.89
Cl -2.41 0.55 -1.28
O 2.47 1.95 -3.08
O -0.62 -3.41 2.47
H -2.33 -3.13 -0.06
H -2.94 -3.99 1.47
Cl 1.07 -2.05 -1.51
H -3.07 -2.29 1.22
O 1.81 0.44 1.25
H 1.16 0.73 4.05
H -0.17 2.73 -4.18
H 0.98 1.68 -5.11
C 1.25 1.79 -2.96
C -1.19 -2.64 1.70
C 1.48 1.48 3.32
C -2.41 -3.14 1.03
C 1.09 1.09 1.95
O -0.80 -1.47 1.46
O 0.04 1.45 1.48
H -0.20 0.91 -4.04
Pd -0.01 0.05 -0.33
H 1.18 2.47 3.65
H 2.54 1.52 3.57


B | 24
Properties=species:S:1:pos:R:3 method="wB97M-V/def2-TZVPD" spin_multiplicity=3 gap_ev="6.6 / 6.8" charge=-3 homo_energy_ev="0.96 / 0.77"
H -0.18 10.68 17.17
H 4.17 11.61 22.49
H 7.42 14.16 20.58
H 7.19 12.33 20.50
C 4.35 11.02 20.33
O 1.21 8.79 16.44
Cl 6.35 9.81 16.13
H 5.14 10.20 22.14
C 4.24 10.75 21.83
Pd 4.77 11.23 17.50
H 3.38 10.10 22.03
Cl 3.58 13.03 15.87
C 7.57 13.24 20.03
H 0.99 11.91 17.30
H 0.83 10.72 18.61
C 0.84 10.85 17.53
C 1.78 9.81 16.93
O 3.48 11.72 19.76
C 7.20 13.53 18.56
O 6.46 12.70 18.00
O 7.63 14.64 18.14
O 5.22 10.38 19.67
O 3.01 9.94 17.09
H 8.66 13.07 20.06


Least stable structure: A


A | 28
Properties=species:S:1:pos:R:3 method="wB97M-V/def2-TZVPD" spin_multiplicity=1 gap_ev=9.0 charge=0 homo_energy_ev=-8.84
H -1.72 -0.24 -4.22
N -0.69 0.40 2.98
C 0.48 -1.62 2.84
C 0.14 -0.37 2.25
C 1.37 -2.47 2.24
H 0.10 2.64 -2.57
O 1.43 2.13 0.63
H 0.80 3.23 -1.08
H 0.02 -1.76 3.78
C 1.99 -2.18 1.02
N -0.08 1.35 -0.90
C -1.26 -1.00 -3.66
C 0.65 -0.06 0.99
H 1.80 -3.40 2.72
H -1.84 -1.90 -3.57
H -1.09 1.50 1.29
H -1.94 2.04 3.02
H -1.63 -0.39 -0.14
C -0.08 2.67 -1.53
H -0.98 3.23 -1.33
C 0.73 1.22 0.24
H -0.27 -1.25 -4.14
H 2.57 -3.03 0.54
P -1.57 0.45 -1.26
C 1.54 -1.01 0.39
O -0.91 -0.70 -2.30
H 1.70 -0.86 -0.65
C -1.25 1.40 2.43


B | 28
Properties=species:S:1:pos:R:3 method="wB97M-V/def2-TZVPD" spin_multiplicity=1 gap_ev="7.3 / 7.7" charge=0 homo_energy_ev="-8.08 / -8.85"
N -0.64 -0.51 0.98
C -3.10 -0.11 0.80
H -3.28 -0.10 1.93
C -1.78 -0.24 0.18
N 1.33 -0.99 -0.24
H 2.36 0.36 1.40
O 2.44 0.79 -1.71
H 4.14 1.95 1.55
H 1.32 1.91 1.57
H -3.02 0.18 -3.07
H -5.14 0.08 0.70
C -4.24 -0.12 0.12
H 3.77 2.03 -0.16
H 3.41 3.32 1.04
C 0.33 -1.42 0.68
P 1.47 0.71 -0.57
H 1.78 -2.14 -1.78
C -2.97 -0.10 -1.98
C 2.24 -1.84 -0.89
O 0.49 -2.49 1.23
H 3.23 -1.41 -0.93
H 2.39 -2.77 -0.31
H -5.10 -0.08 -1.93
C -1.84 -0.09 -1.18
C 2.17 1.49 1.08
H -1.02 -0.51 1.92
C 3.47 2.29 0.88
C -4.21 -0.19 -1.30


Least stable structure: B


A | 10
Properties=species:S:1:pos:R:3 method="wB97M-V/def2-TZVPD" spin_multiplicity=1 gap_ev=9.7 charge=0 homo_energy_ev=-9.22
N 1.79 -0.43 -0.56
H -1.34 0.44 -1.78
S 1.07 -0.18 -3.17
H 0.99 -0.76 1.31
C 1.59 -0.27 -1.70
S -2.40 1.23 -1.40
H 2.70 -0.01 1.17
C 1.99 -0.66 0.80
H -1.97 1.43 -0.16
H 2.38 -1.64 1.11


B | 10
Properties=species:S:1:pos:R:3 method="wB97M-V/def2-TZVPD" spin_multiplicity=1 gap_ev=8.9 charge=0 homo_energy_ev=-8.66
C -0.40 0.63 -0.06
H -0.68 -0.28 1.93
H 0.88 -0.71 1.18
C 0.12 0.08 1.28
H 0.58 0.92 1.78
S 0.29 -1.62 -1.31
H -0.97 0.16 -1.96
S -0.84 2.23 -0.20
N -0.55 -0.22 -1.13
H 1.58 -1.19 -1.52


Least stable structure: A


A | 10
Properties=species:S:1:pos:R:3 method="wB97M-V/def2-TZVPD" spin_multiplicity=1 gap_ev=9.0 charge=0 homo_energy_ev=-8.51
H -1.35 2.32 0.08
H 0.81 1.92 -0.07
H -2.40 0.96 -0.83
H -2.23 1.10 0.94
H 0.38 -1.42 0.07
C 0.60 0.89 0.04
S -0.99 -1.29 0.01
N -0.57 0.45 -0.13
C -1.74 1.31 0.03
S 1.96 -0.04 0.01


B | 10
Properties=species:S:1:pos:R:3 method="wB97M-V/def2-TZVPD" spin_multiplicity=1 gap_ev="8.8 / 8.8" charge=0 homo_energy_ev="-8.91 / -8.91"
H 0.35 0.08 -1.41
S 1.75 0.59 0.53
H -1.76 -0.06 0.67
C 0.36 -0.14 -0.38
N 2.22 1.77 -0.43
H -0.45 -1.19 1.27
C -0.80 -0.74 0.38
H -1.35 -1.45 -0.22
S 1.93 -1.47 -0.30
H 2.84 2.46 0.02


Least stable structure: B


A | 10
Properties=species:S:1:pos:R:3 method="wB97M-V/def2-TZVPD" spin_multiplicity=1 gap_ev=9.7 charge=0 homo_energy_ev=-8.99
H -0.89 1.31 1.18
N 1.60 0.23 -0.48
C 0.66 1.04 -0.19
H 1.08 -0.84 1.13
N -0.39 0.63 0.67
N 1.48 -0.98 0.20
S -1.56 -0.32 -0.21
H 0.62 2.05 -0.60
H 2.37 -1.40 0.23
H -0.93 -1.52 -0.15


B | 10
Properties=species:S:1:pos:R:3 method="wB97M-V/def2-TZVPD" spin_multiplicity=1 gap_ev=9.8 charge=0 homo_energy_ev=-8.88
N 0.42 -0.48 0.04
H -2.31 0.54 0.05
H -0.55 0.24 2.11
N 1.58 -1.10 -0.55
S -0.75 1.41 1.63
H 2.43 -0.84 0.22
H -0.71 0.15 -1.60
H 1.72 -0.94 -1.56
N -1.35 0.98 0.18
C -0.50 0.03 -0.51


Least stable structure: B


A | 22
Properties=species:S:1:pos:R:3 method="wB97M-V/def2-TZVPD" spin_multiplicity=2 gap_ev="8.8 / 5.3" charge=+1 homo_energy_ev="-12.64 / -12.60"
C -1.28 0.50 -0.02
H 0.97 3.02 2.42
H 1.09 -0.35 -0.56
H 1.80 -1.96 -1.72
H 0.74 1.94 3.66
C -0.17 1.29 2.00
H -2.06 1.17 -0.29
H 1.47 -1.33 -3.23
H -1.17 -1.37 -1.53
H -0.53 0.42 2.52
N 1.12 -1.51 -2.31
C -0.34 1.43 0.65
H 0.26 -3.02 1.00
H 0.33 2.05 0.10
H -0.55 -2.11 0.01
O -0.26 -2.22 0.92
H -1.30 0.35 -2.07
H 0.98 0.61 -2.04
C -0.88 -0.32 -1.30
H -1.66 -0.25 0.68
N 0.83 2.02 2.64
C 0.63 -0.37 -1.55


B | 22
Properties=species:S:1:pos:R:3 method="wB97M-V/def2-TZVPD" spin_multiplicity=2 gap_ev="10.2 / 5.8" charge=+1 homo_energy_ev="-14.40 / -14.38"
N 0.95 2.61 -0.99
C 1.03 -1.00 -0.34
H 1.76 2.03 -1.20
H 1.78 -1.57 -0.89
H -1.87 0.57 0.73
C -0.17 2.05 -0.54
C 0.91 -2.75 1.48
C 0.27 -0.14 -1.38
H 0.98 0.32 -2.08
C 0.13 -1.96 0.43
H 1.76 -3.27 1.02
H 0.28 -3.48 1.96
H 1.18 3.51 -0.61
N -0.57 0.80 -0.70
H 1.30 -2.08 2.24
H 1.57 -0.35 0.34
H -0.65 -1.39 0.93
H -0.84 2.71 0.02
H -3.09 0.05 1.56
H -0.36 -0.77 -2.01
O -2.35 0.69 1.56
H -0.36 -2.66 -0.26


Least stable structure: A


A | 17
Properties=species:S:1:pos:R:3 method="wB97M-V/def2-TZVPD" spin_multiplicity=1 gap_ev=10.8 charge=+1 homo_energy_ev=-13.95
N 0.69 0.92 0.92
H -4.00 -4.11 0.86
N 0.25 0.16 -1.60
H 1.48 0.48 1.40
C -0.58 -0.39 -0.61
H -2.88 -5.04 0.42
H -1.43 -1.01 -0.83
H -0.30 0.57 -2.35
O 2.70 3.39 0.06
H 0.85 -0.50 -2.09
C -0.32 -0.18 0.66
H 0.33 1.63 1.55
H 3.50 3.48 0.59
H 2.90 3.85 -0.76
H 1.01 1.21 -0.01
H -0.99 -0.30 1.48
O -3.20 -4.14 0.31


B | 17
Properties=species:S:1:pos:R:3 method="wB97M-V/def2-TZVPD" spin_multiplicity=1 gap_ev=11.8 charge=+1 homo_energy_ev=-14.73
H -1.14 -0.12 0.69
H -1.87 -0.75 -1.53
H 3.23 1.76 -0.77
N 1.17 -0.65 1.61
C -0.87 -0.33 -1.39
N -0.47 -0.49 0.00
H -0.88 0.72 -1.69
H 2.11 -0.92 1.81
C 0.79 -0.61 0.34
H -3.60 -0.18 1.58
O 2.76 1.06 -1.24
H 2.75 1.31 -2.17
H 0.47 -0.88 2.31
O -2.78 0.32 1.49
H -3.03 1.26 1.45
H -0.17 -0.84 -2.03
H 1.53 -0.66 -0.45


C | 17
Properties=species:S:1:pos:R:3 method="wB97M-V/def2-TZVPD" spin_multiplicity=1 gap_ev=9.7 charge=+1 homo_energy_ev=-12.61
H -1.88 1.11 0.37
O 1.97 2.12 1.22
H 0.64 -0.88 1.18
H 1.98 -1.63 0.35
C 0.53 -0.78 -0.85
H 2.34 2.99 1.13
H -1.11 -1.89 -0.11
H 1.72 0.07 0.51
N -1.58 -0.89 -1.90
O -1.57 0.63 1.18
H -2.53 -1.23 -1.83
H -2.27 1.09 1.66
H 1.08 -0.29 -1.63
N 1.32 -0.87 0.41
H -1.30 -0.50 -2.79
H 1.39 2.19 2.00
C -0.74 -1.24 -0.90


Least stable structure: A


A | 8
Properties=species:S:1:pos:R:3 method="wB97M-V/def2-TZVPD" spin_multiplicity=1 gap_ev="8.1 / 8.1" charge=0 homo_energy_ev="-7.87 / -7.87"
C -1.35 -1.18 0.18
H 0.59 2.07 0.57
N 0.80 1.28 -0.01
S 0.84 -0.20 0.52
O 1.73 -0.85 -0.40
H -1.49 -2.08 -0.38
H 1.25 1.52 -0.84
O -2.37 -0.55 0.36


B | 8
Properties=species:S:1:pos:R:3 method="wB97M-V/def2-TZVPD" spin_multiplicity=1 gap_ev="8.1 / 7.3" charge=0 homo_energy_ev="-9.20 / -8.87"
N 3.25 0.34 0.16
O 3.94 -0.06 -0.70
H 0.64 -0.32 -1.96
S 1.33 -1.46 0.10
H 0.55 0.61 -0.40
O 3.21 1.10 1.00
C 0.36 -0.33 -0.90
H -0.77 -0.62 -0.89


C | 8
Properties=species:S:1:pos:R:3 method="wB97M-V/def2-TZVPD" spin_multiplicity=1 gap_ev="8.3 / 8.7" charge=0 homo_energy_ev="-10.00 / -9.94"
H -1.34 0.62 1.77
H -0.91 -0.47 0.38
H -0.28 -0.63 1.86
N 0.51 0.99 0.86
S 0.82 0.31 -2.06
O -0.38 -0.48 -1.88
C -0.47 0.17 1.20
O 2.05 -0.51 -2.13


D | 8
Properties=species:S:1:pos:R:3 method="wB97M-V/def2-TZVPD" spin_multiplicity=1 gap_ev=9.5 charge=0 homo_energy_ev=-8.83
N -0.12 0.72 -0.23
H -1.07 1.00 -0.05
H 0.43 1.46 -0.66
H 0.69 -2.10 0.73
S 0.61 0.00 1.09
C -1.34 -2.04 1.58
O -1.52 -1.99 2.70
O 1.24 -1.37 0.45


Least stable structure: B


A | 13
Properties=species:S:1:pos:R:3 method="wB97M-V/def2-TZVPD" spin_multiplicity=1 gap_ev=12.7 charge=+1 homo_energy_ev=-16.36
C 0.99 -0.65 -1.20
H 0.71 1.51 0.18
C 0.77 0.91 1.08
H 1.78 0.08 -1.37
S 0.96 -0.88 0.64
H 0.03 -0.33 -1.58
H 1.55 1.18 1.78
H -2.71 -0.38 0.68
H -2.67 0.07 -0.74
H -0.20 1.08 1.55
H 1.34 -1.58 -1.66
H -0.41 -1.00 0.60
O -2.12 -0.01 0.03


B | 13
Properties=species:S:1:pos:R:3 method="wB97M-V/def2-TZVPD" spin_multiplicity=1 gap_ev=11.5 charge=+1 homo_energy_ev=-15.34
H -2.49 2.00 0.07
H -2.37 0.95 -1.35
C 0.26 0.08 1.01
S -0.22 1.35 -0.31
H 0.32 0.62 -1.30
H -2.09 0.11 0.31
H -0.33 -0.83 1.14
H 3.14 -1.64 -0.17
H 0.29 0.60 1.91
C -2.03 1.06 -0.30
O 2.22 -1.75 -0.54
H 1.25 -0.17 0.78
H 2.07 -2.38 -1.23


Least stable structure: B


A | 13
Properties=species:S:1:pos:R:3 method="wB97M-V/def2-TZVPD" spin_multiplicity=1 gap_ev=12.4 charge=+1 homo_energy_ev=-16.02
H 1.27 2.88 -1.05
H -1.97 -1.20 -0.16
H -0.13 -1.78 1.76
C 0.73 -1.20 1.44
H 0.84 -0.26 1.96
H -1.25 -1.28 -1.85
H -1.52 0.24 -1.02
O 0.56 2.50 -0.52
C -1.25 -0.80 -0.87
S 0.48 -0.90 -0.37
H -0.11 3.16 -0.49
H 0.72 0.45 -0.31
H 1.63 -1.81 1.48


B | 13
Properties=species:S:1:pos:R:3 method="wB97M-V/def2-TZVPD" spin_multiplicity=1 gap_ev=9.1 charge=+1 homo_energy_ev=-15.64
H -0.82 -0.66 -3.55
S -1.32 -0.03 -0.25
H 2.27 -1.70 6.22
H -1.91 -1.33 -2.67
O 0.27 2.85 0.42
C -0.34 -0.52 -1.46
C -0.85 -1.18 -2.60
H -0.49 -2.16 -2.71
H 1.22 3.08 0.37
H 0.80 -0.24 -1.55
H 2.42 -2.41 6.43
H -0.30 3.43 0.84
H -0.95 0.89 0.50


Least stable structure: B


A | 53
Properties=species:S:1:pos:R:3 method="wB97M-V/def2-TZVPD" spin_multiplicity=1 gap_ev=8.3 charge=0 homo_energy_ev=-8.64
H 5.29 0.88 -0.88
S 3.41 2.37 -2.28
H 6.83 -0.89 -1.20
C 0.70 0.26 0.54
H -6.46 -0.17 1.20
C -6.49 0.42 0.28
H -6.72 2.83 1.62
H -5.80 -2.32 0.16
C -2.99 -1.22 -1.04
C 1.98 0.77 1.06
H -5.83 0.07 -1.75
H -5.59 1.82 2.51
C -0.17 -0.43 1.38
H -5.22 -2.29 -1.53
O 6.19 -1.24 0.74
H 5.61 -2.17 -1.01
C 2.46 1.59 -1.19
H 1.03 1.25 -2.59
H -2.02 -1.46 1.56
H -7.21 -0.90 -1.27
H 4.83 -0.35 1.89
O 2.32 0.67 2.21
N 2.79 1.41 0.12
O -3.06 -1.53 -2.22
N 1.25 1.11 -1.61
H 8.49 -2.30 0.02
H 4.19 -0.96 0.34
C -1.71 -0.71 -0.44
H -4.46 1.19 0.37
H 4.26 2.88 0.13
H 6.16 1.38 0.58
C -5.49 1.57 0.37
H -5.00 3.24 1.65
C 5.04 -0.44 0.82
C -1.37 -0.91 0.90
C 5.22 0.95 0.21
C -6.26 -0.50 -0.92
C 7.61 -2.75 -0.43
C 4.08 1.90 0.58
C -5.35 -1.70 -0.62
H 4.01 2.00 1.66
H -5.59 2.20 -0.52
H -7.49 0.85 0.21
H -1.11 0.07 -2.33
H -3.94 -0.94 0.74
H 7.28 -3.57 0.19
C 6.50 -1.72 -0.55
H 0.12 -0.57 2.41
C 0.37 0.44 -0.81
H 7.87 -3.13 -1.42
N -4.03 -1.32 -0.19
C -0.84 -0.05 -1.29
C -5.71 2.42 1.62


B | 53
Properties=species:S:1:pos:R:3 method="wB97M-V/def2-TZVPD" spin_multiplicity=1 gap_ev=9.6 charge=0 homo_energy_ev=-9.06
H -1.04 -1.12 -2.10
S 3.62 0.91 -0.90
H 6.13 -3.28 -0.29
C -0.50 -1.13 -0.13
C -4.14 1.77 -0.12
C -4.73 1.41 1.24
H 2.25 -0.95 0.37
C 1.66 -0.05 0.53
C 0.48 0.00 -0.44
C 5.94 -2.27 0.04
H -1.07 1.40 -1.01
C 1.90 2.37 0.48
C 5.01 -1.47 -0.61
H -0.67 1.40 0.71
C 5.56 0.27 0.94
C -3.87 0.55 -0.94
C -3.85 -0.69 -0.46
H 0.86 -0.10 -1.46
H -3.35 -1.74 1.33
O 3.04 0.22 -2.02
H 2.66 3.12 0.28
C -2.25 -2.53 -1.11
H -3.70 0.72 -2.00
N 6.45 -0.49 1.56
H -4.82 2.43 -0.66
C -4.07 -0.99 0.99
H 7.37 -2.31 1.65
C -3.61 -1.88 -1.36
H -2.88 0.54 1.91
H -5.07 -1.42 1.12
H 1.14 2.45 -1.52
O 4.23 2.18 -1.13
H -2.09 -3.34 -1.84
H 4.43 -1.81 -1.45
C -3.93 0.26 1.85
N -1.17 -1.58 -1.21
H -5.77 1.09 1.12
H -2.20 -2.95 -0.11
H 5.43 1.27 1.32
C -0.25 1.34 -0.29
C 4.82 -0.18 -0.14
H -4.39 -2.63 -1.19
H 1.28 -0.06 1.56
N 2.55 1.08 0.38
H -3.20 2.32 0.02
H 0.24 3.45 -0.37
H -4.72 2.28 1.90
C 0.74 2.49 -0.51
H -4.28 0.05 2.87
O -0.66 -1.58 0.99
H 1.54 2.47 1.51
C 6.63 -1.73 1.11
H -3.67 -1.56 -2.41


Least stable structure: B